[1]
Density functional theory data (wB97M-V/def2-TZVPD) for C22H44IInO44S11 as an isolated structure.

```
123
Properties=species:S:1:pos:R:3:mulliken_charge:R:1
In 1.940 0.124 3.745 1.121
I 0.724 -0.009 0.170 0.991
C 0.747 -2.977 -2.451 -0.004
C -0.160 -3.094 -3.685 -0.151
O -0.284 -4.518 -3.724 -0.416
S 1.191 -5.252 -3.435 1.092
O 2.007 -5.107 -4.671 -0.548
O 0.913 -6.497 -2.745 -0.512
O 1.698 -3.933 -2.502 -0.297
H 0.180 -3.044 -1.522 0.119
H 1.286 -2.030 -2.420 0.079
H 0.373 -2.781 -4.583 0.359
H -1.183 -2.720 -3.653 0.176
C -3.697 -3.805 2.526 -0.421
C -3.397 -4.145 3.996 -0.376
O -2.040 -4.474 3.950 -0.418
S -1.150 -3.560 2.866 0.892
O -0.295 -4.465 2.125 -0.433
O -0.594 -2.382 3.486 -0.463
O -2.573 -3.082 2.047 0.291
H -4.519 -3.090 2.541 0.174
H -3.895 -4.762 2.042 0.325
H -3.888 -4.981 4.494 0.323
H -3.709 -3.320 4.637 0.185
C 3.762 -1.665 -4.563 0.006
C 4.648 -2.436 -3.475 0.125
O 5.134 -1.414 -2.689 -0.326
S 4.811 0.194 -3.121 0.954
O 6.016 0.937 -3.515 -0.577
O 3.811 0.742 -2.241 -0.209
O 4.112 -0.300 -4.552 -0.416
H 2.719 -1.804 -4.276 -0.125
H 3.925 -2.064 -5.563 0.385
H 5.522 -2.972 -3.844 0.329
H 4.042 -3.143 -2.909 -0.112
C -4.613 -3.898 -3.366 -0.146
C -5.664 -3.915 -2.253 -0.133
O -5.086 -4.412 -1.074 -0.409
S -3.406 -4.504 -1.245 0.983
O -2.910 -5.706 -0.562 -0.611
O -2.895 -3.128 -0.980 -0.116
O -3.602 -4.753 -2.908 -0.411
H -4.212 -2.923 -3.641 0.007
H -4.928 -4.321 -4.319 0.418
H -6.480 -4.592 -2.507 0.317
H -6.120 -2.984 -1.918 0.073
C -4.273 0.960 -2.338 -0.450
C -3.836 1.544 -1.002 0.258
O -4.873 1.101 -0.178 -0.417
S -5.309 -0.452 -0.454 0.496
O -6.759 -0.571 -0.617 -0.572
O -4.528 -1.254 0.505 -0.105
O -4.460 -0.442 -1.943 -0.266
H -3.483 1.092 -3.077 0.265
H -5.248 1.287 -2.698 0.362
H -3.848 2.634 -1.022 0.409
H -2.934 1.108 -0.573 -0.079
C -0.766 2.874 -2.036 0.100
C -0.127 1.966 -3.061 0.081
O -0.179 2.663 -4.267 -0.275
S -1.236 3.985 -4.201 1.016
O -2.267 3.960 -5.256 -0.503
O -0.567 5.267 -3.997 -0.484
O -1.849 3.364 -2.734 -0.261
H -0.093 3.613 -1.601 0.193
H -1.158 2.334 -1.174 -0.229
H -0.710 1.048 -3.147 0.190
H 0.856 1.622 -2.738 0.061
C -2.407 6.282 3.246 -0.492
C -1.328 6.598 2.265 -0.233
O -1.604 5.716 1.200 -0.342
S -2.186 4.308 1.764 1.110
O -1.121 3.289 1.732 -0.205
O -3.450 4.035 1.032 -0.627
O -2.430 4.903 3.337 -0.320
H -3.404 6.622 2.968 0.325
H -2.288 6.775 4.211 0.360
H -0.416 6.237 2.742 0.115
H -1.243 7.648 1.987 0.422
C -4.088 1.243 3.253 -0.132
C -4.091 0.061 4.265 0.232
O -2.916 0.208 5.053 -0.310
S -1.977 1.522 4.728 0.798
O -0.764 1.185 3.921 -0.295
O -1.823 2.333 5.931 -0.569
O -3.128 2.150 3.764 -0.215
H -5.095 1.657 3.219 0.383
H -3.878 0.997 2.212 0.054
H -4.164 -0.861 3.688 -0.296
H -4.837 0.007 5.057 0.294
C 2.763 -5.762 1.698 -0.347
C 2.232 -5.509 0.361 -0.446
O 2.186 -4.122 0.202 0.163
S 3.229 -3.307 1.250 0.725
O 2.499 -2.448 2.187 -0.452
O 4.384 -2.740 0.568 -0.430
O 3.631 -4.679 2.087 -0.358
H 3.155 -6.776 1.770 0.376
H 1.951 -5.737 2.425 0.194
H 1.215 -5.851 0.165 0.362
H 2.882 -5.887 -0.429 0.372
C 7.320 2.707 0.839 -0.250
C 6.363 2.848 -0.324 -0.306
O 5.196 2.183 0.053 -0.179
S 5.547 0.816 0.881 0.970
O 5.911 -0.294 0.052 -0.425
O 4.585 0.569 2.025 -0.451
O 6.938 1.469 1.484 -0.391
H 7.175 3.586 1.467 0.200
H 8.354 2.595 0.514 0.333
H 6.718 2.384 -1.245 0.213
H 6.127 3.910 -0.389 0.253
C 4.478 5.898 1.929 -0.524
C 3.204 6.449 2.515 -0.253
O 2.143 5.596 2.139 -0.240
S 2.636 4.317 1.214 0.852
O 1.798 4.227 0.003 -0.499
O 2.908 3.079 1.983 -0.419
O 4.089 5.037 0.821 -0.249
H 5.124 5.292 2.565 0.293
H 5.160 6.658 1.548 0.374
H 2.871 7.476 2.364 0.319
H 3.251 6.359 3.600 0.283
```

Values from the calculation:
charge = +2

***

[2]
Density functional theory data (wB97M-V/def2-TZVPD) for C26H42NO2TeTl as an isolated structure.

```
73
Properties=species:S:1:pos:R:3:mulliken_charge:R:1
Tl -0.399 0.571 0.111 -0.030
C -1.912 -2.491 -2.777 -2.979
C -2.384 -2.209 -1.369 1.991
C -1.915 -2.993 -0.307 0.465
C -1.062 -4.210 -0.555 -2.196
C -2.209 -2.630 1.010 2.265
C -1.550 -3.366 2.152 -2.663
C -3.062 -1.556 1.265 0.550
C -3.484 -1.240 2.678 -2.305
C -3.519 -0.758 0.209 1.658
C -4.356 0.464 0.500 -2.639
C -3.209 -1.111 -1.108 0.722
C -3.794 -0.292 -2.234 -2.200
H -2.567 -3.191 -3.310 0.297
H -0.910 -2.915 -2.756 0.512
H -1.856 -1.569 -3.352 0.388
H -0.001 -3.970 -0.420 0.321
H -1.204 -4.607 -1.559 0.520
H -1.313 -5.004 0.150 0.457
H -2.132 -4.239 2.471 0.340
H -1.419 -2.705 3.005 0.399
H -0.555 -3.696 1.858 0.374
H -2.804 -0.517 3.140 0.314
H -3.490 -2.139 3.292 0.495
H -4.487 -0.815 2.698 0.487
H -5.419 0.212 0.589 0.344
H -4.238 1.210 -0.282 0.285
H -4.036 0.933 1.429 0.440
H -3.227 0.635 -2.364 0.288
H -4.829 -0.025 -2.018 0.502
H -3.787 -0.835 -3.177 0.524
C 1.864 0.875 -3.015 -0.550
O 2.464 0.796 -1.746 -0.284
C 2.592 2.080 -1.146 0.369
C 3.159 1.912 0.255 -0.876
O 2.231 1.767 1.321 -0.120
C 1.600 2.979 1.693 -0.581
H 2.498 1.444 -3.715 0.310
H 0.879 1.355 -2.952 0.075
H 1.753 -0.147 -3.379 0.217
H 1.586 2.539 -1.099 -0.280
H 3.274 2.695 -1.758 0.516
H 3.803 2.782 0.468 0.289
H 3.759 0.999 0.284 0.261
H 2.349 3.779 1.812 0.343
H 1.117 2.792 2.654 0.172
H 0.835 3.255 0.957 0.072
C -1.883 3.615 -2.537 -1.588
C -1.261 3.716 -1.104 1.618
C -2.400 4.262 -0.176 -1.531
C -0.228 4.899 -1.201 -1.755
N -0.726 2.515 -0.648 -0.472
H -2.383 4.543 -2.851 0.458
H -2.612 2.802 -2.560 0.140
H -1.095 3.382 -3.258 0.281
H -2.766 5.251 -0.487 0.421
H -2.020 4.334 0.845 0.284
H -3.236 3.558 -0.176 0.161
H -0.711 5.827 -1.532 0.517
H 0.567 4.649 -1.908 0.280
H 0.223 5.082 -0.223 0.315
Te 2.353 -2.230 1.313 -0.318
C 3.674 -3.218 2.581 -0.395
C 4.266 -2.581 3.686 -0.240
C 5.100 -3.243 4.569 -0.469
C 5.401 -4.591 4.391 -0.364
C 4.853 -5.243 3.289 -0.452
C 4.021 -4.571 2.412 -0.307
H 4.046 -1.531 3.845 0.341
H 5.527 -2.713 5.416 0.307
H 6.041 -5.118 5.090 0.323
H 5.085 -6.292 3.122 0.299
H 3.606 -5.097 1.559 0.287
```

Values from the calculation:
charge = -2

***

Q: Which orbital gap values were calculated for the entries above? A: 2.5; 4.7, in eV.
Q: Which DFT total energy values were calculated for the entries above? A: -246044.42960; -45212.25831, in eV.
Q: Which relative energy (zero: lowest compared OMol25 entry of this formula, charge and spin) values were calculated for the entries above? A: 0.000; 0.000, in eV.